Molecular formula: C17H16N2O4
Method: DFT, the ωB97M-V functional and the def2-TZVPD basis

Last column: Löwdin charge in e.
Atoms and positions in Å:
N  -6.9110  -0.7143  0.0765  0.1332
C  -5.9917  0.3586  -0.0842  -0.4343
O  -6.4292  1.5890  -0.1444  -0.0363
C  -4.6309  0.0413  -0.1375  -0.1416
C  -4.0977  -1.2575  0.2739  0.0426
C  -2.8142  -1.3801  0.4312  -0.0715
C  -2.0137  -0.4747  -0.0466  -0.1236
C  -2.5063  0.8391  -0.8629  0.0763
C  -3.8978  1.0513  -0.7777  -0.0188
H  -4.2461  1.8826  -1.0878  0.0410
H  -1.9001  1.7599  -1.1731  0.1229
N  -0.6490  -0.3992  -0.4088  0.1407
C  0.2625  -1.6932  0.0385  -0.3627
O  -0.1654  -2.4228  0.7329  0.2175
C  1.6976  -1.3690  -0.2340  -0.0745
C  2.3518  -2.5789  -0.0500  -0.0030
C  3.8193  -2.7224  -0.3383  0.0144
C  4.4168  -1.4118  -0.4376  -0.0029
C  3.8786  -0.0444  -0.5062  -0.1094
C  2.3563  -0.0811  -0.1213  -0.0985
O  1.5932  1.0115  -0.2503  -0.0599
C  2.1499  2.3701  0.1896  -0.0089
C  3.3416  2.3476  1.1672  -0.0356
H  3.3817  3.2585  1.7602  0.1348
H  3.0446  1.6814  1.6316  -0.0367
C  4.7712  1.8499  0.4707  -0.1285
H  5.2237  2.5198  0.0939  0.0173
O  4.5487  1.1649  -0.6837  -0.0501
H  5.2472  1.2925  1.3346  0.1610
H  1.4799  2.8915  0.4027  -0.0124
H  2.6983  2.7454  -0.9641  0.2162
H  5.4873  -1.3490  -0.8173  0.1226
H  4.3525  -3.4525  -0.4314  -0.0131
H  1.8456  -3.5917  -0.0737  0.1358
H  -0.0957  0.2272  -0.7128  -0.0167
H  -2.2894  -1.9826  0.8416  0.0205
H  -4.7151  -1.8099  0.7465  0.0514
H  -6.6209  -1.6325  0.1619  0.0385
H  -7.9739  -0.5145  -0.0100  0.1521

Net charge: 0
Energy relative to the best compared isomer or geometry (same formula, charge and spin), kJ/mol: 1546.2
Kohn-Sham gap, eV: 7.61
E_HOMO, hartree: -0.2780